Entry 1:
Formula: C27H49BrCoO3SbSi3
Source: OMol25
Level of theory: wB97M-V/def2-TZVPD

XYZ file:
```
85
Properties=species:S:1:pos:R:3:forces:R:3:mulliken_charge:R:1
Co 0.636672 0.466931 -0.196345 -0.031 0.255 0.249 0.86
C 3.887981 0.273831 -1.712672 0.014 -0.041 0.051 -0.91
C 2.816262 1.136924 -1.117403 -0.035 -0.117 -0.201 0.85
C 2.828167 1.490613 0.233796 0.041 0.052 0.049 -1.05
C 1.895960 2.400265 0.763241 -0.003 0.014 -0.017 0.98
C 1.951341 2.814129 2.200476 0.033 -0.012 0.015 -1.79
C 0.910128 2.905707 -0.087219 -0.004 0.006 0.007 -0.90
C 0.832900 2.538344 -1.440005 0.016 0.019 0.026 1.12
C -0.257813 3.099190 -2.303194 0.011 0.031 -0.035 -1.79
C 1.786983 1.637566 -1.937155 -0.096 0.129 0.010 -0.89
H 4.678197 0.907950 -2.119669 -0.005 0.007 -0.002 0.43
H 3.497671 -0.329101 -2.533191 0.008 -0.002 -0.004 -0.01
H 4.341525 -0.378930 -0.967827 -0.009 0.013 0.001 0.33
H 3.598409 1.090093 0.881785 0.003 -0.007 0.001 0.58
H 2.542176 3.728666 2.287009 -0.003 0.000 0.014 0.40
H 2.419929 2.049957 2.817263 0.003 -0.004 -0.004 0.42
H 0.957391 3.020925 2.594081 -0.006 0.008 -0.013 0.36
H 0.162700 3.578825 0.314973 -0.007 0.003 -0.008 0.56
H -0.298715 4.182952 -2.195205 0.004 -0.001 0.006 0.44
H -1.229796 2.707975 -1.995156 -0.005 0.006 0.005 0.31
H -0.096504 2.871683 -3.355240 -0.011 -0.021 0.008 0.42
H 1.754992 1.370491 -2.986696 0.033 -0.062 0.005 0.59
C 2.024442 -2.687364 -4.523833 0.004 -0.017 0.001 -1.12
Si 2.192958 -3.620906 -2.920880 0.041 0.026 0.013 0.73
C 1.503259 -5.342798 -2.995599 -0.040 -0.006 -0.005 -1.02
C 3.961828 -3.586893 -2.337775 0.002 0.001 -0.014 -0.99
Sb 0.778554 -2.288994 -1.127489 -0.044 -0.034 0.089 -0.29
Si -1.452158 -1.730620 -2.544213 -0.083 -0.019 0.010 0.26
C -1.744021 -3.374574 -3.356715 0.066 0.010 -0.036 -1.13
C -2.891868 -1.178552 -1.539309 -0.018 0.037 0.007 -0.64
C -0.825934 -0.404624 -3.688071 -0.022 -0.007 0.001 -0.46
Si 1.847685 -3.248003 1.150276 0.028 -0.003 -0.001 0.43
C 3.456736 -2.318214 1.183152 -0.008 0.000 0.006 -0.53
C 2.001201 -5.054051 0.755458 -0.013 -0.036 -0.014 -1.12
C 0.855812 -2.985191 2.686551 0.015 0.013 -0.017 -0.49
H 2.665856 -3.174225 -5.264560 -0.003 -0.017 0.005 0.47
H 2.362023 -1.652540 -4.442367 -0.006 0.006 0.008 0.27
H 1.009646 -2.695277 -4.920218 -0.010 0.008 -0.009 0.32
H 2.094608 -5.917149 -3.714750 0.013 0.016 -0.009 0.41
H 0.467279 -5.365531 -3.331938 -0.007 -0.005 0.003 0.31
H 1.564420 -5.858571 -2.037866 -0.007 0.000 -0.001 0.30
H 4.566717 -4.094166 -3.095851 -0.014 -0.005 -0.009 0.46
H 4.123304 -4.111748 -1.397185 -0.013 -0.009 0.012 0.29
H 4.350046 -2.572402 -2.245061 0.007 0.001 0.006 0.22
H -1.878451 -4.176327 -2.629570 0.014 0.008 0.018 0.38
H -0.947641 -3.647369 -4.048192 -0.013 -0.033 -0.007 0.26
H -2.672606 -3.302215 -3.932137 -0.002 0.038 -0.003 0.48
H -3.357259 -2.015115 -1.024418 0.000 -0.015 -0.020 0.18
H -3.615443 -0.775557 -2.257962 0.000 0.000 0.002 0.57
H -2.654886 -0.402968 -0.813378 0.023 -0.007 -0.032 -0.08
H 0.146619 -0.626686 -4.123991 0.016 -0.007 -0.019 0.15
H -0.777508 0.559328 -3.178689 -0.006 -0.016 0.017 -0.20
H -1.542500 -0.300357 -4.508886 -0.001 0.004 -0.003 0.54
H 4.030375 -2.438090 0.264762 0.004 0.019 -0.003 0.21
H 4.067512 -2.696675 2.007918 -0.013 -0.018 0.008 0.51
H 3.281428 -1.256721 1.366898 0.003 0.006 -0.004 -0.13
H 2.646203 -5.266067 -0.095311 0.011 0.011 -0.001 0.25
H 1.026743 -5.514542 0.584304 -0.004 0.012 -0.002 0.37
H 2.439438 -5.543966 1.631132 0.008 0.012 0.008 0.46
H 0.658312 -1.935467 2.900195 -0.015 0.019 -0.017 -0.23
H 1.482132 -3.374760 3.497562 -0.009 0.001 0.005 0.59
H -0.069210 -3.559444 2.681267 -0.015 -0.003 0.015 0.13
Br -1.873437 -0.024585 6.753524 0.024 -0.011 0.032 -0.12
C -2.402958 0.482429 5.020943 -0.037 0.033 -0.075 -0.25
C -3.696380 0.936580 4.796616 -0.011 -0.004 0.035 -0.38
C -4.092176 1.300993 3.516198 0.017 -0.004 -0.004 -0.96
C -3.204582 1.207193 2.457042 -0.019 -0.005 0.036 -0.31
C -1.912261 0.745885 2.692593 0.020 -0.023 0.001 0.77
C -1.502588 0.389433 3.975204 0.019 -0.012 0.030 -0.21
C -0.966257 0.601270 1.575221 -0.247 0.043 0.008 1.33
O -1.275101 0.935315 0.392455 0.042 0.018 -0.359 -1.17
O 0.204075 0.133412 1.751340 0.322 -0.249 0.120 -0.86
H -4.389916 1.006709 5.623494 -0.002 0.000 -0.002 0.47
H -5.099516 1.658645 3.353323 -0.002 0.001 -0.006 0.46
H -3.503047 1.483995 1.455273 0.008 0.000 -0.008 0.54
H -0.492458 0.044778 4.149181 0.000 -0.001 -0.003 0.40
C -3.162215 -2.863855 3.008848 0.015 -0.011 0.046 -1.42
C -3.122029 -2.428083 1.562231 -0.022 -0.038 -0.013 -0.31
O -1.777375 -2.379192 1.047177 0.034 -0.006 0.030 0.27
H -4.189907 -2.891878 3.371444 -0.011 0.000 -0.026 0.41
H -2.613804 -2.162561 3.643712 0.007 -0.007 -0.009 0.27
H -2.734261 -3.859222 3.133173 0.003 -0.005 -0.008 0.34
H -3.591797 -1.447243 1.441056 0.004 -0.016 0.006 0.31
H -3.658030 -3.138497 0.932715 0.005 -0.005 -0.001 0.53
H -1.222153 -2.019450 1.748263 -0.011 0.031 0.000 -0.52
```
Positions in Å, forces in eV/Å.

Computed properties:
- Molar mass: 766.5 g/mol
- Lowest unoccupied orbital energy (spin up / spin down): -5.283 / -8.320 eV
- Energy above the lowest of the compared OMol25 structures with the same formula, charge and spin: 0.000 eV
- Frontier orbital gap (spin up / spin down): 8.20 / 5.16 eV
- E_HOMO (spin up / spin down): -13.478 / -13.477 eV
- Charge: +2
- 2S+1: 5

---

Entry 2:
Formula: C32H58O19S5
Source: OMol25
Level of theory: wB97M-V/def2-TZVPD

XYZ file:
```
114
Properties=species:S:1:pos:R:3:forces:R:3:mulliken_charge:R:1
C -2.937877 -1.221657 -0.472921 1.538 -0.226 0.473 -1.68
C -1.567556 -0.485274 -0.602422 -0.103 0.003 1.292 1.35
C -0.460823 -0.908995 0.474904 -2.843 -0.368 0.603 0.18
O 0.630703 -1.243422 -0.327546 1.516 0.214 2.114 -0.28
C 0.353850 -1.146234 -1.584146 0.127 -0.008 -2.650 0.76
O 1.152210 -1.301146 -2.473648 0.051 -0.072 0.226 -0.69
O -0.925173 -0.878285 -1.805744 -0.411 0.016 -0.586 -0.28
H -3.734608 -1.017598 -1.188244 0.400 0.503 -0.032 0.36
H -3.300972 -1.152398 0.552482 -0.133 0.332 -0.030 0.35
H -2.646355 -2.266383 -0.580982 -0.218 -0.268 -0.132 0.44
H -1.584105 0.604509 -0.616705 -0.617 -0.079 0.013 -0.33
H -0.765141 -1.747767 1.100956 -0.089 -0.672 -0.531 0.11
H -0.312674 -0.219023 1.305625 0.769 0.851 -0.747 -0.35
C 0.245246 3.576414 -2.373741 -0.073 0.414 0.685 -1.51
C -1.278165 3.431476 -2.160381 0.762 2.517 -2.345 1.57
C -2.086708 4.241854 -3.221324 2.153 1.531 0.230 -0.49
O -3.133774 3.421680 -3.565527 -1.533 -0.969 -0.164 -0.37
C -2.844705 2.146316 -3.181462 -1.290 -1.034 -1.009 0.41
O -3.483371 1.155764 -3.436947 0.647 1.599 0.324 -0.57
O -1.693008 2.142762 -2.532322 0.804 -1.034 1.678 0.06
H 0.578115 3.916234 -3.354464 -0.477 -0.777 -0.478 0.40
H 0.745255 2.661519 -2.055823 0.082 -0.009 -0.220 0.19
H 0.669755 4.393633 -1.790602 -0.288 -0.041 0.665 0.44
H -1.583774 3.860426 -1.206071 -0.073 -1.301 0.481 -0.70
H -1.472675 4.494594 -4.085720 0.178 -0.618 -0.429 0.27
H -2.347281 5.251894 -2.905072 -0.846 -0.295 0.545 0.38
C 4.936863 1.537379 -4.924078 2.343 1.848 -0.907 -1.61
C 4.093597 0.389621 -4.696508 -1.691 0.553 2.830 0.84
C 2.691739 0.625219 -5.023691 -2.820 0.783 -0.442 0.17
O 2.474365 -0.120834 -6.198328 -0.197 -0.522 -1.824 -0.37
C 3.490265 -0.997891 -6.363440 -1.504 -2.521 -1.907 0.67
O 3.512828 -1.937938 -7.175386 0.275 3.362 2.641 -0.60
O 4.360106 -0.737809 -5.395694 2.926 -2.787 -1.102 -0.39
H 4.741230 2.141966 -5.809689 -0.389 -0.388 -0.425 0.37
H 5.967826 1.204802 -5.044898 0.212 0.177 0.333 0.38
H 4.869970 2.277573 -4.126741 0.083 -0.313 0.322 0.41
H 4.037470 0.188175 -3.626755 0.847 -0.529 0.155 0.18
H 2.503676 1.677342 -5.237655 -0.284 -0.016 0.054 0.20
H 1.970822 0.221019 -4.313052 0.116 0.284 0.343 -0.21
O -0.982149 -6.899686 -5.346796 0.404 -0.458 -0.199 -0.61
S -1.297976 -5.658838 -6.001008 -1.513 2.820 2.887 1.07
O -1.299335 -5.531403 -7.431749 0.227 0.021 0.082 -0.62
C -2.947995 -5.075592 -5.214392 1.323 -0.705 -1.406 -0.94
C -2.590422 -4.459960 -3.870299 -0.411 -1.270 -0.042 -0.82
C -1.355720 -3.580802 -4.009454 0.476 -0.573 0.332 0.79
C -0.379364 -4.258765 -5.001956 0.200 -0.366 -1.636 -0.91
H -3.505314 -6.012099 -5.235580 -0.314 0.264 0.327 0.47
H -3.331752 -4.365761 -5.947182 -0.202 0.046 0.130 0.36
H -3.467961 -4.015498 -3.400748 0.102 0.555 -0.257 0.42
H -2.342714 -5.259396 -3.171984 0.093 -0.324 -0.112 0.35
H -0.882850 -3.554771 -3.027715 0.160 0.121 -0.001 -0.55
H -1.619602 -2.543574 -4.215900 0.227 -0.119 -0.590 0.26
H 0.496803 -4.801257 -4.646800 -0.333 -0.023 0.763 0.37
H 0.066173 -3.560581 -5.710579 -0.386 0.079 -0.231 0.42
O 1.937183 -2.248430 2.134766 0.765 1.018 0.136 -0.48
S 2.089295 -3.641506 1.894941 -3.597 -3.202 -1.539 1.08
O 1.821007 -4.615688 2.930007 1.147 0.411 0.834 -0.71
C 0.829673 -4.273840 0.604376 1.082 0.765 -1.577 -0.68
C 1.688517 -4.273807 -0.704199 -0.726 -0.362 1.575 -0.11
C 2.915901 -4.973625 -0.195346 1.101 -0.275 -0.848 -1.04
C 3.527978 -4.135070 0.902986 -0.301 0.721 0.579 -0.77
H -0.084088 -3.681977 0.551063 0.172 -0.042 0.371 0.08
H 0.656799 -5.335877 0.778454 -0.298 0.309 0.709 0.62
H 1.399646 -4.941451 -1.515934 -0.998 0.581 -0.112 0.21
H 1.914458 -3.253303 -1.013413 -0.011 -0.199 -0.385 0.11
H 3.476812 -5.129486 -1.116861 1.123 0.142 0.501 0.45
H 2.702158 -5.979976 0.164736 -0.252 0.029 0.136 0.38
H 3.866605 -3.163760 0.542442 0.625 -0.221 -0.073 0.36
H 4.175115 -4.643800 1.617499 0.282 0.190 -0.308 0.50
O -4.635031 2.993727 1.468621 1.729 -0.252 0.371 -0.74
S -3.207101 3.226140 1.705902 -1.389 0.536 2.100 0.99
O -2.215709 2.660652 0.820403 -0.013 0.260 -0.288 -0.40
C -3.010698 5.066948 1.874761 0.569 -0.523 -0.986 -0.73
C -2.204715 5.339579 3.104944 1.232 -0.225 0.838 -0.46
C -2.299449 4.172929 4.117674 -2.038 1.252 0.267 -0.97
C -2.581298 2.825884 3.482581 0.273 0.292 -0.590 -0.01
H -3.926629 5.657838 1.868734 -0.315 -0.776 -0.096 0.41
H -2.480663 5.250480 0.940166 0.106 0.436 0.036 0.24
H -1.135786 5.487715 2.951524 -0.022 0.213 -0.624 0.13
H -2.561574 6.211648 3.652891 0.044 0.150 -0.339 0.43
H -3.229472 4.430114 4.624637 -0.059 -0.156 0.513 0.51
H -1.518370 4.334157 4.860651 0.248 -0.894 -0.203 0.35
H -3.364552 2.302243 4.030680 0.012 -0.084 -0.322 0.60
H -1.668413 2.230753 3.459093 -0.335 -0.305 -0.564 -0.24
O 1.244919 4.121316 5.152071 0.683 -2.313 -1.379 -0.66
S 2.015851 3.327570 4.155271 0.718 2.400 -0.874 1.15
O 3.088901 2.403790 4.489313 -1.544 -0.446 0.397 -0.68
C 1.002130 2.800822 2.636143 0.667 -0.026 -0.768 0.95
C 1.980690 3.087055 1.404604 0.075 -0.193 2.447 -0.58
C 2.716227 4.392751 1.678207 -0.336 0.782 -0.178 -0.82
C 2.912804 4.587020 3.214264 -0.112 0.668 -1.374 -0.74
H 0.084435 3.388985 2.637480 0.201 0.256 0.061 -0.80
H 0.715356 1.749603 2.607725 0.177 0.015 0.628 -0.05
H 2.776108 2.360633 1.571100 -0.188 -0.567 -0.523 0.45
H 1.561228 2.989659 0.403272 -0.245 -0.031 0.296 0.14
H 2.208064 5.279837 1.300104 -0.532 -0.094 0.026 0.29
H 3.621093 4.407252 1.070659 0.408 -0.168 0.491 0.44
H 2.456974 5.541306 3.478173 0.197 -0.078 0.235 0.35
H 3.977717 4.599049 3.446450 -0.247 -0.274 0.477 0.36
O -0.471524 0.499816 4.497440 0.323 -0.893 0.300 -0.59
S -0.632117 -0.901566 4.889582 -2.208 0.663 -1.838 1.08
O -0.517645 -1.919072 3.883943 0.381 -0.272 -0.288 -0.67
C 0.359121 -1.302561 6.271220 -0.786 1.206 1.624 -0.74
C -0.526828 -2.216210 7.149824 0.527 -0.471 -0.963 -0.67
C -2.018480 -1.823815 6.935044 -1.245 -1.150 0.121 -0.69
C -2.318096 -1.055202 5.637174 1.680 1.404 0.647 -0.65
H 0.411826 -0.348612 6.795926 0.699 0.202 -0.159 0.34
H 1.313277 -1.644474 5.870258 -0.088 -0.152 0.359 0.50
H -0.188644 -3.192210 6.801743 -1.092 -0.511 -0.004 0.32
H -0.354193 -2.248933 8.225566 0.536 0.592 -0.160 0.37
H -2.441935 -1.342200 7.816425 0.467 0.602 -0.059 0.40
H -2.629348 -2.726488 6.945757 0.186 -0.310 -0.280 0.26
H -2.498601 0.012795 5.759261 -0.126 0.064 0.759 0.25
H -3.153878 -1.328657 4.993130 0.667 -0.902 -0.229 0.49
```
Positions in Å, forces in eV/Å.

Computed properties:
- Molar mass: 907.1 g/mol
- Lowest unoccupied orbital energy: -0.048 eV
- Energy above the lowest of the compared OMol25 structures with the same formula, charge and spin: 2.718 eV
- Frontier orbital gap: 9.38 eV
- SMILES: C[C@H]1COC(=O)O1.C[C@H]1COC(=O)O1.C[C@H]1COC(=O)O1.O=S1(=O)CCCC1.O=S1(=O)CCCC1.O=S1(=O)CCCC1.O=S1(=O)CCCC1.O=S1(=O)CCCC1
- E_HOMO: -9.428 eV
- Charge: 0